[1]
C9H14O2 | ωB97M-V with the def2-TZVPD basis set

Its net charge is 0. As for the lowest unoccupied orbital energy: 0.02945 hartree. The structure (SMILES) is Cc1ccc(O)cc1.CCO. The value obtained for the total energy is -13652.681 eV. The calculation puts the highest occupied orbital energy at -8.3840 eV.

Element x y z (Å)
1 O 2.170 -0.804 2.361
2 O -3.146 -0.321 1.628
3 C -0.384 1.453 -0.072
4 C -1.016 -0.486 -1.188
5 C 1.242 -1.295 1.446
6 C -0.321 0.720 -1.256
7 C -1.339 1.240 0.926
8 C 1.952 -1.122 0.026
9 C 0.330 1.263 -2.421
10 C -2.097 0.140 0.867
11 C -1.938 -0.783 -0.203
12 H 1.392 1.221 -2.472
13 H 2.221 -0.015 -0.011
14 H 0.280 -0.706 1.376
15 H 2.708 -0.054 2.122
16 H 1.256 -2.318 1.628
17 H -0.815 -0.978 -2.114
18 H 0.324 2.308 0.110
19 H 1.346 -1.475 -0.717
20 H -2.344 -1.808 -0.122
21 H 2.774 -1.644 -0.182
22 H -3.245 0.336 2.391
23 H 0.092 0.822 -3.371
24 H -1.390 1.993 1.784
25 H -0.050 2.312 -2.539

Cartesian forces, eV/Å:
0.13 -0.09 2.43
0.24 2.74 2.71
0.86 1.68 -0.12
-0.37 1.04 -1.14
1.99 2.55 -3.41
-1.11 -0.08 3.35
1.14 2.32 1.84
-2.28 3.62 3.05
-0.08 1.73 -1.79
-2.14 -3.72 -2.01
1.64 -0.43 0.07
1.12 0.34 0.61
-0.59 -1.32 -0.61
0.90 -1.13 0.54
-0.31 0.26 -0.71
-1.15 -1.84 0.57
-0.57 -1.53 -0.21
-0.93 -0.66 -0.52
-2.14 -0.01 -2.18
-0.21 0.97 -0.14
3.87 -2.28 0.39
-0.07 -1.47 -1.32
-0.73 -0.74 -0.31
-0.01 -1.27 -1.20
0.81 -0.67 0.07

=====

[2]
C9H14O2 | ωB97M-V with the def2-TZVPD basis set

Its net charge is 0. As for the lowest unoccupied orbital energy: 0.02416 hartree. The structure (SMILES) is Cc1ccc(O)cc1.CCO. The value obtained for the total energy is -13653.257 eV. The calculation puts the highest occupied orbital energy at -8.4753 eV.

Element x y z (Å)
1 O -3.024 -2.342 -2.167
2 O -1.199 -0.838 1.205
3 C 2.644 3.101 0.209
4 C -1.206 -3.070 -0.902
5 C 1.830 0.732 0.116
6 C -0.246 0.130 1.105
7 C 1.610 2.084 0.523
8 C 0.688 2.226 1.522
9 C -0.213 1.252 1.940
10 C -1.631 -1.946 -1.800
11 C 0.815 -0.210 0.209
12 H -0.219 -3.492 -1.044
13 H 3.617 2.872 0.643
14 H 2.709 3.272 -0.879
15 H -1.195 -2.717 0.155
16 H 2.780 0.598 -0.375
17 H -1.819 -1.038 -1.228
18 H -3.510 -1.545 -2.372
19 H -2.154 -0.652 1.292
20 H -1.092 -1.859 -2.735
21 H -1.010 1.361 2.657
22 H -1.996 -3.824 -0.811
23 H 2.347 4.051 0.681
24 H 0.770 3.064 2.202
25 H 0.707 -1.212 -0.143

Cartesian forces, eV/Å:
0.73 0.03 -0.03
-0.90 -1.04 0.25
-0.27 1.27 0.05
0.12 0.00 2.30
-0.81 1.07 -1.28
0.18 0.07 0.02
1.05 -2.66 0.82
-0.45 1.02 1.82
-0.28 -1.15 -2.44
-2.77 -0.91 -0.13
-0.81 1.47 2.17
0.04 -0.23 -0.49
0.10 -0.25 -0.28
0.22 -0.08 0.46
0.23 -0.03 -0.78
0.01 -0.59 -0.47
1.02 0.31 -0.30
-0.14 0.26 -0.20
1.08 0.77 0.13
0.43 0.38 0.14
0.22 0.32 0.35
0.37 -0.15 -0.80
0.10 -0.14 -0.31
-0.17 0.64 -0.43
0.73 -0.39 -0.56

=====

[3]
C9H14O2 | ωB97M-V with the def2-TZVPD basis set

Its net charge is 0. As for the lowest unoccupied orbital energy: 0.02398 hartree. The structure (SMILES) is Cc1ccc(O)cc1.CCO. The value obtained for the total energy is -13653.303 eV. The calculation puts the highest occupied orbital energy at -8.1862 eV.

Element x y z (Å)
1 O -1.042 -2.069 2.443
2 O -1.576 -0.291 -2.470
3 C 1.896 -0.012 2.212
4 C 2.213 -0.116 0.820
5 C 3.423 0.668 0.342
6 C 0.060 -1.221 0.505
7 C 0.770 -0.629 2.784
8 C -2.688 1.830 -2.293
9 C -0.046 -1.331 1.868
10 C 1.300 -0.754 0.037
11 C -2.509 0.443 -1.655
12 H 3.434 1.639 0.785
13 H -1.749 -1.199 -2.722
14 H 0.551 -0.553 3.854
15 H 1.450 -0.741 -1.048
16 H -2.070 1.964 -3.194
17 H -1.544 -2.607 1.831
18 H 2.491 0.638 2.817
19 H 3.510 0.705 -0.719
20 H 4.331 0.040 0.585
21 H -0.578 -1.537 -0.324
22 H -3.792 1.896 -2.503
23 H -3.401 -0.189 -1.476
24 H -2.217 0.723 -0.660
25 H -2.216 2.704 -1.819

Cartesian forces, eV/Å:
-0.42 0.10 0.84
0.97 0.74 0.52
-1.03 -0.48 -0.53
0.06 1.03 2.06
0.72 -2.69 0.37
2.13 -0.22 -0.89
1.26 0.22 -1.65
-0.90 0.03 -1.23
-1.47 -0.20 1.05
-0.66 0.69 -1.48
-0.04 -0.14 -0.64
0.31 0.58 0.24
-0.77 0.03 0.54
-0.03 -0.26 -0.59
-0.04 -0.05 0.31
-0.76 -1.01 -0.43
0.14 0.11 -0.44
0.47 0.15 0.41
-0.43 0.40 -0.96
-0.61 1.05 0.29
-0.43 -0.36 0.96
1.24 0.88 -0.04
-0.03 0.75 -0.63
1.24 -0.88 0.75
-0.94 -0.45 1.16

=====

The records above give, respectively, HOMO-LUMO gap values of 9.2 9.1 8.8 eV.
The records above give, respectively, energy above the lowest of the compared OMol25 structures with the same formula, charge and spin values of 287.1 231.5 227.0 kJ/mol.